{
  "formula": "C5H6N2O2",
  "method": "wB97M-V/def2-TZVPD",
  "symbols": ["O", "C", "N", "C", "O", "H", "C", "C", "N", "C", "H", "H", "H", "H", "H"],
  "coordinates": [[2.169174, 1.103315, -0.689515], [1.536209, 0.581379, 0.183355], [1.817302, -0.376651, 1.187299], [1.017120, 0.643235, 1.628881], [0.463993, 1.027875, 2.609145], [2.498393, -1.063821, 1.484874], [-2.111369, -0.543241, 0.937325], [-1.126957, -0.327690, 0.123358], [-0.206339, -0.070301, -0.649712], [-0.267226, 0.044645, -2.090763], [-2.348508, -1.534358, 1.285180], [-2.672676, 0.283420, 1.341984], [0.358072, 0.891675, -2.371577], [0.158204, -0.858406, -2.530196], [-1.285391, 0.198924, -2.449636]],
  "atomic_forces_ev_per_a": [[-0.40, -0.16, -0.45], [0.90, 0.99, 1.71], [-0.21, -0.22, 0.08], [0.31, -0.22, -0.70], [0.10, 0.18, 0.00], [0.11, -0.14, 0.05], [-0.14, -0.10, 0.43], [0.42, 0.25, -1.57], [-1.04, -0.55, 0.70], [-0.11, 0.06, -0.20], [0.04, -0.16, -0.06], [0.03, 0.15, 0.01], [0.03, -0.07, 0.00], [-0.04, 0.06, -0.02], [0.02, -0.08, 0.02]],
  "e_homo_ha": -0.3263,
  "lumo_energy_ev": 0.7,
  "largest_force_ha_per_bohr": 0.042,
  "smiles": "O=c1[nH]c1=O.C=C=NC",
  "mol_weight_da": 126.115
}